The following is a DFT calculation (wB97M-V/def2-TZVPD) of a cluster of 8 separate species, C27H52N2O11S5 in total at a distorted geometry.

Structure (ORCA input):
```
! wB97M-V def2-TZVPD RIJCOSX def2/J DEFGRID3
* xyz 0 1
C -0.8680 -0.6799 0.4424
C -0.7114 0.6481 -0.3054
O 0.1448 1.5196 -0.0277
C -1.8743 1.0605 -1.2194
H -0.3142 -0.6005 1.3779
H -0.5283 -1.4539 -0.2458
H -1.9288 -0.7991 0.6627
H -1.9381 0.3313 -2.0271
H -1.6577 2.0221 -1.6846
H -2.8818 1.0443 -0.8035
C 4.0627 6.6656 -2.0028
C 4.9347 5.5306 -2.0075
N 5.6265 4.6027 -2.0102
H 4.5319 7.5617 -2.4092
H 3.7663 6.7317 -0.9559
H 3.0817 6.5934 -2.4723
C -4.0504 7.1405 -5.4683
C -4.2885 6.1575 -6.5658
N -4.4732 5.3969 -7.3449
H -4.9335 7.7365 -5.2381
H -3.3638 7.8974 -5.8475
H -3.7088 6.7511 -4.5093
C 0.0803 -1.1524 9.6163
C 0.5366 0.3327 9.3954
C -0.0760 1.1281 10.5708
S -1.7430 0.4253 10.9348
O -2.7500 1.2395 10.2372
O -1.8436 0.2549 12.3967
C -1.4243 -1.1054 10.0103
H 0.5992 -1.4379 10.5314
H 0.2604 -1.8594 8.8065
H 0.1051 0.7058 8.4665
H 1.6236 0.4121 9.3811
H -0.1992 2.2097 10.5144
H 0.4977 0.8276 11.4476
H -1.9942 -1.0384 9.0836
H -1.9029 -1.9369 10.5278
C 5.3267 -9.9862 1.9191
C 3.9634 -10.6369 2.3503
C 2.7037 -9.8217 1.7794
S 3.4073 -8.2077 1.2268
O 3.4889 -7.3178 2.3954
O 2.7642 -7.8061 -0.0118
C 5.0360 -8.9594 0.8078
H 5.9064 -10.7503 1.4011
H 5.8347 -9.5140 2.7600
H 3.8953 -10.4980 3.4293
H 4.0455 -11.7190 2.2481
H 1.7898 -9.6774 2.3557
H 2.4250 -10.3432 0.8638
H 5.7683 -8.1622 0.6805
H 4.9037 -9.5025 -0.1279
C -7.3204 -1.0240 -8.9704
C -7.4687 -1.0910 -7.4352
C -6.6793 -2.2901 -6.8834
S -5.3057 -2.6762 -8.1910
O -5.6252 -3.9841 -8.7252
O -3.9961 -2.2984 -7.7107
C -5.8564 -1.4372 -9.3785
H -7.5223 -0.0300 -9.3694
H -8.0882 -1.7197 -9.3092
H -8.5357 -1.0733 -7.2129
H -6.9325 -0.2661 -6.9659
H -7.3595 -3.1415 -6.8632
H -6.1450 -2.1868 -5.9389
H -5.6526 -1.6710 -10.4234
H -5.2289 -0.5765 -9.1468
C 4.2207 -1.5770 -6.5312
C 5.7321 -1.1657 -6.8200
C 6.6614 -2.2855 -6.5251
S 6.0044 -3.1286 -4.9968
O 6.8181 -2.7416 -3.8455
O 5.7941 -4.5101 -5.3703
C 4.3094 -2.2432 -5.1213
H 3.8491 -2.3515 -7.2022
H 3.5162 -0.7454 -6.5507
H 6.0373 -0.3791 -6.1300
H 5.9228 -0.7309 -7.8012
H 7.7416 -2.1502 -6.4707
H 6.5521 -2.9743 -7.3628
H 4.3844 -1.3810 -4.4587
H 3.5019 -2.8898 -4.7778
C -1.5203 6.8127 5.0908
C -2.6095 7.9241 4.8512
C -2.7834 8.6247 6.2048
S -1.0698 8.7387 7.0064
O -1.2751 8.1854 8.3438
O -0.4301 10.0287 6.8863
C -0.3230 7.4770 5.7995
H -1.3041 6.3517 4.1271
H -1.9645 6.0517 5.7324
H -3.5234 7.5349 4.4024
H -2.1568 8.6188 4.1438
H -3.3691 7.9501 6.8293
H -3.3151 9.5756 6.2391
H 0.3506 6.8679 6.4022
H 0.3083 8.0168 5.0936
*
```

***

The following is a DFT calculation (wB97M-V/def2-TZVPD) of a cluster of 2 separate species, C27H53Br2FN3O5Si in total at a distorted geometry.

Structure (ORCA input):
```
! wB97M-V def2-TZVPD RIJCOSX def2/J DEFGRID3
* xyz 1 1
C -1.2858 0.8571 3.9903
C -0.0107 0.5879 3.1731
C -0.3268 0.2619 1.6889
C -0.7612 -1.2083 1.6512
C 0.8238 0.6421 0.7120
C 1.2639 2.1183 0.9568
C 0.1932 3.1933 1.2018
O 0.7442 4.4277 0.7932
Si -0.2052 5.7983 0.6645
C -1.3806 5.6878 -0.7822
C 0.9275 7.2423 0.4341
C -1.2345 6.0262 2.2053
N 2.0569 -0.1531 1.0780
C 2.5837 -1.1171 0.2941
N 3.6186 -1.7983 0.7034
C 4.3428 -2.8202 -0.0605
C 4.9286 -3.9108 0.8405
C 4.0701 -4.3732 2.0130
O 3.1555 -5.3294 1.5295
C 2.0948 -5.6031 2.4290
N 2.0960 -1.4575 -0.9829
F 3.0009 -0.8121 -1.8594
C 0.7298 -1.0512 -1.3177
C -0.1852 -2.2475 -0.9838
Br 0.6468 -3.7352 -0.1189
C -1.4602 -2.4621 -1.2811
C -2.2599 -3.6849 -0.9131
Br -2.4638 -1.2034 -2.2740
C 0.5884 0.4295 -0.8111
C -0.5140 1.2609 -1.4887
C -0.0364 2.5971 -2.0848
C 0.8748 2.4200 -3.3043
C 0.1706 1.7798 -4.5056
O 0.5139 2.4518 -5.7238
C 1.6947 2.1117 -6.2565
O 2.3630 2.8478 -6.8399
H -1.2262 0.4282 4.9938
H -2.1716 0.4221 3.5113
H -1.4670 1.9303 4.1012
H 0.5223 -0.2716 3.6005
H 0.6498 1.4445 3.2787
H -1.2060 0.8553 1.3960
H -1.5742 -1.3945 0.9462
H -1.1155 -1.5046 2.6431
H 0.0668 -1.8801 1.4103
H 1.9023 2.1114 1.8502
H 1.9118 2.4554 0.1380
H -0.7524 2.9683 0.6885
H -0.0339 3.2395 2.2750
H -2.0310 6.5714 -0.7355
H -2.0444 4.8162 -0.7079
H -0.8826 5.6669 -1.7558
H 0.2981 8.1230 0.2493
H 1.5655 7.1143 -0.4473
H 1.5592 7.4340 1.3056
H -1.6456 5.0958 2.6154
H -2.0925 6.6638 1.9564
H -0.6624 6.5251 2.9964
H 2.8017 0.4691 1.3835
H 3.9580 -1.5867 1.6370
H 3.6406 -3.2249 -0.7939
H 5.1472 -2.3260 -0.6161
H 5.9138 -3.6050 1.2118
H 5.0738 -4.7884 0.2005
H 3.5141 -3.5500 2.4962
H 4.7225 -4.8063 2.7867
H 1.4742 -6.3696 1.9616
H 2.4671 -5.9822 3.3898
H 1.4875 -4.7028 2.6107
H 0.7487 -0.9771 -2.4149
H -2.2518 -3.8139 0.1762
H -3.3024 -3.5643 -1.2027
H -1.8302 -4.5818 -1.3713
H 1.5197 0.8341 -1.2392
H -1.3861 1.3941 -0.8396
H -0.8612 0.6722 -2.3418
H -0.9296 3.1442 -2.4130
H 0.4527 3.2427 -1.3533
H 1.2358 3.4062 -3.6205
H 1.7771 1.8451 -3.0503
H 0.4207 0.7127 -4.6099
H -0.9171 1.8645 -4.4255
H 1.9243 1.0393 -6.1333
C -7.1532 -4.9104 -0.8172
C -5.8666 -5.1333 -0.0494
O -5.2340 -3.9092 0.3288
H -6.9666 -4.3151 -1.7113
H -7.5946 -5.8610 -1.1175
H -7.8843 -4.3804 -0.2028
H -5.1346 -5.6543 -0.6672
H -6.0507 -5.7488 0.8364
H -5.8454 -3.4217 0.8918
*
```

***

The following is a DFT calculation (wB97M-V/def2-TZVPD) of a structure of composition C27H53Br2FN4O7PS3 at a distorted geometry.

Structure (ORCA input):
```
! wB97M-V def2-TZVPD RIJCOSX def2/J DEFGRID3
* xyz 1 1
C -0.6083 7.1457 0.9502
C -0.0948 6.0298 1.5978
C -1.0437 4.9863 2.3637
N -2.4589 5.3715 2.3137
C -3.1381 5.4558 3.5799
N -2.8453 6.5002 4.3462
C -1.8496 7.5523 4.0280
C -1.9243 8.6084 5.2127
N -1.8070 8.2178 6.4519
N -4.1258 4.5560 4.0788
Br -3.7662 3.6714 5.6390
C -5.0385 3.9665 3.0907
Br -6.3053 5.5141 2.7529
S -6.2316 2.6928 3.7273
O -6.9330 3.3730 4.8770
O -7.3397 2.3813 2.7589
F -5.5582 1.3387 4.3718
C -4.2346 3.5551 1.7557
C -3.1396 2.4511 2.2014
C -3.5637 0.9336 2.1448
C -2.9204 0.1053 0.9098
C -2.1401 -1.2098 1.4089
C -0.7441 -1.3242 0.6274
C -0.0232 -2.7433 0.8859
C 1.1703 -2.8308 -0.1624
C 2.1548 -4.0610 0.0459
C 3.4398 -3.7706 -0.8880
C 4.1645 -5.0959 -1.4003
C 5.7460 -4.8614 -1.1848
C 6.2871 -3.7575 -2.2239
O 6.5970 -2.4996 -1.5755
C 8.0277 -2.3485 -1.4345
C -5.0834 2.9009 0.6082
S -6.2293 3.9459 -0.3690
O -7.6156 4.0098 0.2211
O -5.7230 5.2982 -0.7459
C -3.3135 4.7930 1.2473
P -2.6067 4.6337 -0.4797
S -0.9638 3.6869 -0.7774
H 0.1364 7.8485 0.4748
H -1.7139 7.3603 0.9589
H 1.0234 5.8365 1.6388
H -0.7627 3.9500 2.0571
H -0.7110 5.0874 3.4617
H -3.3720 6.5891 5.2317
H -2.0507 8.0941 3.0629
H -0.7837 7.1381 4.0638
H -2.0537 9.7108 5.0201
H -1.8851 9.0475 7.0569
H -2.6573 2.6610 3.1991
H -2.2942 2.5607 1.4392
H -3.1206 0.4329 3.0703
H -4.6610 0.6884 2.1722
H -3.7390 -0.2709 0.2186
H -2.2080 0.7418 0.3046
H -2.7732 -2.1415 1.2512
H -1.8785 -1.1878 2.5081
H -0.0099 -0.5496 1.0196
H -0.9271 -1.2518 -0.4837
H 0.3661 -2.8246 1.9566
H -0.7464 -3.6079 0.7485
H 0.7135 -2.8027 -1.1950
H 1.8018 -1.8854 -0.0304
H 1.6200 -5.0021 -0.2802
H 2.4964 -4.1428 1.1314
H 4.1303 -3.0424 -0.3607
H 3.0356 -3.2109 -1.7963
H 3.7964 -5.9947 -0.8144
H 3.9670 -5.2092 -2.5258
H 6.2913 -5.8463 -1.2605
H 5.8342 -4.3814 -0.1562
H 7.1854 -4.1834 -2.7653
H 5.4834 -3.5428 -3.0056
H 8.3266 -1.2842 -1.1801
H 8.5942 -2.6373 -2.3722
H 8.3397 -3.0018 -0.5562
H -5.7129 1.9975 0.9124
H -4.3426 2.4476 -0.1407
H -6.4109 3.2495 -1.5783
H -4.0956 5.6282 1.0924
H -2.4312 5.9888 -0.9571
H -3.6024 4.0808 -1.3658
C 5.2955 -8.0805 -7.2748
O 4.2632 -8.8555 -6.6827
C 4.3455 -8.8755 -5.2606
C 3.3455 -7.9140 -4.6343
O 3.6653 -6.5588 -4.9332
C 2.8546 -6.0301 -5.9739
H 5.0312 -7.9042 -8.3187
H 5.4175 -7.1148 -6.7783
H 6.2396 -8.6329 -7.2416
H 5.3638 -8.6532 -4.9264
H 4.1026 -9.8936 -4.9413
H 3.3949 -8.0185 -3.5447
H 2.3226 -8.1520 -4.9444
H 1.8533 -5.8135 -5.5882
H 2.7818 -6.7145 -6.8222
H 3.3071 -5.0989 -6.3163
*
```

***

The following is a DFT calculation (wB97M-V/def2-TZVPD) of a structure of composition C27H53ClN3O4Si2Zn at a distorted geometry.

Structure (ORCA input):
```
! wB97M-V def2-TZVPD RIJCOSX def2/J DEFGRID3
* xyz -1 1
O 0.3090 -0.4432 -1.6166
C -0.2663 -0.5436 -2.8181
C 0.0630 0.6561 -3.7229
C 0.9332 1.6643 -3.2923
H 1.3551 1.5918 -2.2877
C 1.2040 2.7599 -4.1127
H 1.8878 3.5299 -3.7449
C 0.5874 2.8622 -5.3656
H 0.7865 3.7292 -5.9935
C -0.2899 1.8614 -5.8001
H -0.7886 1.9436 -6.7659
C -0.5260 0.7519 -4.9867
H -1.2078 -0.0472 -5.2979
H 0.1088 -1.4434 -3.3604
C -2.2204 -2.2248 -2.3212
C -1.8228 -0.8346 -2.6931
H -3.2305 -2.4615 -2.6901
H -2.2626 -2.3244 -1.2231
H -1.5044 -2.9680 -2.7106
C -2.7111 0.1545 -2.8882
C -4.1838 0.0694 -2.6581
H -2.3604 1.1403 -3.2019
H -4.7462 0.4258 -3.5351
H -4.4573 0.7136 -1.8113
H -4.5276 -0.9434 -2.4200
Zn -0.7623 -0.5648 0.5316
Cl -2.9977 -0.3377 0.3922
C -1.7685 -1.0209 3.3259
O -0.8117 -1.3299 2.5750
N -1.8695 -1.4621 4.5837
C -0.9056 -2.4335 5.0938
C -2.7906 -0.8392 5.5229
H -2.5844 -0.3683 2.9721
H -0.3401 -2.8513 4.2552
H -1.4451 -3.2282 5.6186
H -0.2174 -1.9704 5.8122
H -3.4719 -0.1948 4.9529
H -2.2513 -0.2345 6.2677
H -3.3634 -1.6126 6.0483
H 5.1552 0.5147 -2.7709
H 5.3689 1.0212 -0.3594
C 4.0789 0.7096 -2.6333
C 4.2863 0.9504 -0.1824
N 3.6483 0.2822 -1.3086
H 3.5116 0.1576 -3.3905
C 3.0593 -0.9281 -1.1540
O 2.9567 -1.5391 -0.0800
H 4.0866 0.3931 0.7367
H 2.6594 -1.3352 -2.1012
H 3.8988 1.7871 -2.7537
H 3.8901 1.9728 -0.0993
H -0.3189 -6.0773 0.6653
H 1.9729 -5.8902 -0.6556
C -0.7263 -5.3642 -0.0648
C 1.4013 -5.2384 -1.3327
N 0.3432 -4.5416 -0.6136
H -1.4716 -4.7235 0.4122
C 0.4616 -3.2514 -0.2756
O -0.4238 -2.6186 0.3445
H 2.0746 -4.4987 -1.7794
H 1.4063 -2.7791 -0.5856
H -1.1810 -5.9444 -0.8761
H 0.9589 -5.8611 -2.1194
C 2.0555 -0.3684 2.9623
Si 1.2100 1.2596 2.6136
C 0.2106 1.7413 4.1491
C 2.5495 2.6022 2.5283
C 0.2450 1.1708 1.0213
Si -0.9271 2.6118 0.8024
C -0.1729 4.2986 1.2477
C -1.3983 2.6982 -1.0201
C -2.5175 2.5567 1.8174
H 3.0429 -0.1655 3.4026
H 2.1968 -0.9570 2.0458
H 1.4753 -0.9658 3.6791
H 0.3265 0.9600 4.9152
H 0.6254 2.6738 4.5630
H -0.8610 1.8990 3.9819
H 3.5063 2.1781 2.1932
H 2.2879 3.4370 1.8658
H 2.7026 3.0110 3.5387
H 0.9851 1.2035 0.1901
H 0.7632 4.4957 0.7081
H -0.8891 5.0818 0.9552
H 0.0163 4.4198 2.3231
H -1.4509 1.6754 -1.4191
H -2.3842 3.1709 -1.1524
H -0.6662 3.2664 -1.6125
H -3.3004 2.0258 1.2582
H -2.4152 2.0623 2.7894
H -2.8634 3.5876 1.9957
*
```

***

The following is a DFT calculation (wB97M-V/def2-TZVPD) of a structure of composition C27H53F2N3O24S2Zn at a distorted geometry.

Structure (ORCA input):
```
! wB97M-V def2-TZVPD RIJCOSX def2/J DEFGRID3
* xyz 0 1
Zn -3.1615 -1.5372 -0.0974
N -3.4120 -2.8461 -1.4467
S -2.7892 -3.0018 -2.8621
O -3.5582 -3.1809 -4.0984
O -1.3636 -3.4835 -2.8906
F -2.5173 -1.3995 -2.9358
S -4.2158 -4.3651 -1.7278
O -3.4731 -5.4560 -2.3813
O -5.6249 -4.2423 -1.8872
F -4.1582 -4.9121 -0.1950
C -0.7943 1.4798 0.9876
C -1.6986 0.3272 0.5432
O -2.7612 0.1250 1.1140
O -1.4495 -0.4067 -0.4492
H -0.1998 1.8004 0.1321
H -0.1527 1.1379 1.7998
H -1.4606 2.2880 1.2892
C 8.6935 1.3947 1.0801
O 8.1592 0.1147 0.6288
C 7.5153 0.1381 -0.5803
C 5.9784 0.4293 -0.4076
O 5.1493 -0.4587 -1.1227
C 3.7416 -0.0960 -1.2231
C 2.9439 -0.7104 -0.0932
O 2.8078 -2.1089 -0.2706
C 1.9798 -2.4767 -1.4151
H 9.3166 1.2502 1.9626
H 7.9143 2.1177 1.3214
H 9.3840 1.8894 0.3970
H 7.6192 -0.8119 -1.1046
H 7.9044 0.9045 -1.2506
H 5.7978 1.4401 -0.7735
H 5.7008 0.3364 0.6424
H 3.4166 -0.3550 -2.2307
H 3.5997 0.9813 -1.3084
H 1.9585 -0.2589 0.0216
H 3.3920 -0.5671 0.8900
H 0.9764 -2.0555 -1.3520
H 1.7574 -3.5348 -1.2769
H 2.4787 -2.2757 -2.3632
C -0.6462 -5.2850 0.2828
O -0.1394 -4.2824 1.1665
C -0.9282 -3.1644 1.4988
O -2.0229 -2.9419 0.9613
O -0.3861 -2.3960 2.4375
C 0.7883 -2.8225 3.1896
H -0.7054 -6.2840 0.7149
H 0.0381 -5.4319 -0.5528
H -1.6479 -5.0630 -0.0854
H 1.3501 -2.0528 3.7189
H 1.5595 -3.2558 2.5528
H 0.4308 -3.5520 3.9163
C 0.3818 0.5440 -2.8491
O -0.0379 -0.1818 -4.0098
C 0.8424 -0.7797 -4.7361
O 2.0476 -0.9074 -4.5337
O 0.1869 -1.2649 -5.7767
C 0.9381 -1.8930 -6.8182
H -0.4512 1.0539 -2.3650
H 1.0514 1.3456 -3.1609
H 0.8500 -0.1910 -2.1943
H 1.8176 -2.4822 -6.5588
H 1.3229 -1.1786 -7.5461
H 0.3593 -2.5464 -7.4710
C -2.2518 5.3838 -4.1105
O -2.5830 5.8774 -2.8127
C -2.5793 5.1082 -1.7986
O -2.2092 3.9290 -1.7090
O -2.9416 5.8655 -0.7428
C -2.8786 5.3127 0.6137
H -1.7723 6.2364 -4.5913
H -3.1520 5.0961 -4.6535
H -1.4399 4.6655 -3.9959
H -3.4011 6.0054 1.2735
H -1.8395 5.3506 0.9405
H -3.2695 4.3074 0.7705
C 1.5301 3.1265 3.9827
O 1.8950 1.8951 4.6468
C 2.6491 0.9908 3.9009
O 3.0760 1.2217 2.8039
O 2.8924 -0.1620 4.6191
C 2.0983 -0.4589 5.7698
H 0.6407 2.8769 3.4043
H 2.3613 3.5766 3.4399
H 1.2232 3.7781 4.8009
H 1.0435 -0.2397 5.6045
H 2.3438 0.1736 6.6229
H 2.0128 -1.4985 6.0859
C -4.0688 -3.3837 3.6010
O -5.2881 -2.7602 3.2747
C -5.4784 -2.2500 2.0459
O -4.6398 -2.1126 1.1569
O -6.8091 -1.8544 1.9573
C -7.2925 -1.1130 0.8803
H -4.1755 -4.0647 4.4454
H -3.3132 -2.6119 3.7479
H -3.6569 -3.9556 2.7695
H -7.4818 -1.6717 -0.0363
H -6.6680 -0.2245 0.7880
H -8.3012 -0.8452 1.1950
C -4.9312 2.2600 0.1847
C -5.8912 2.4746 -0.9725
N -6.5730 2.6618 -1.8421
H -4.8525 3.0895 0.8874
H -3.8906 2.2078 -0.1355
H -5.1843 1.3480 0.7253
C 4.2143 3.7197 0.8496
C 2.9369 3.5473 0.1676
N 1.9258 3.3532 -0.3228
H 4.4068 2.8120 1.4216
H 4.2283 4.6221 1.4609
H 4.9413 3.7322 0.0375
*
```

**ΔE to the lowest compared entry with this formula, charge and spin**: 130.9 kcal per mole

***

In order of appearance, E_tot = -3987.85198, -7138.14463, -8589.41247, -4344.50048, -5805.88956 Ha.